DFT (ωB97M-V with the def2-TZVPD basis set) results for a cluster of 9 separate species, C29H43F7N2O23 in total at a distorted geometry.

```
104
Properties=species:S:1:pos:R:3:forces:R:3:mulliken_charge:R:1
H -4.480049 -2.245942 -1.278953 0.4 -0.4 -0.3 0.3607
O 3.011662 1.603454 4.300104 0.4 0.1 1.1 -0.2943
O 0.888073 -0.175037 0.845090 0.4 -0.5 0.4 0.0208
H -1.604765 -3.537946 -2.149465 -0.3 -0.2 -0.6 0.2984
C -3.078897 -0.071406 -1.245991 0.1 -0.8 1.3 -0.7292
O -3.884453 -0.642831 -0.173844 0.2 0.9 -0.7 -0.1858
H -4.252801 4.625387 3.371655 -0.8 -0.7 0.7 0.3493
H 5.726959 -0.100831 -2.574699 -0.4 0.0 -0.2 0.2768
O -1.021210 0.355447 -5.434995 2.7 -2.0 1.9 -0.2897
N -0.524810 -2.921999 -0.135517 -0.5 0.0 2.0 -0.0806
C -5.091928 -2.519898 0.722979 0.5 -0.3 2.9 0.2285
H 4.323457 -2.957306 0.335367 0.0 -0.7 -0.3 0.3611
H 3.382735 -1.830493 1.101138 -0.8 0.3 0.0 0.1750
N -5.288861 -3.975989 0.793913 0.2 -0.4 -1.1 -0.7827
O -2.467882 1.704048 -6.526614 4.1 -2.3 1.0 -0.6268
C -4.603760 2.471868 2.575029 -3.8 0.5 -1.2 0.1466
H -0.543339 -2.336693 -2.807249 0.3 0.3 0.4 0.1736
O 1.388826 0.503544 -1.223253 -0.1 0.6 -0.3 -0.3459
C 1.396314 3.966125 -1.981751 -1.1 -0.1 2.5 0.0047
H 6.303983 1.394223 -1.881300 0.4 0.1 -0.3 0.3569
H -0.289435 -3.961077 -3.313781 0.0 -0.3 0.2 0.4459
H -3.129329 -2.561312 -0.078200 0.1 -0.3 -0.3 -0.0951
H -4.762983 -1.062250 2.259533 0.4 0.0 0.3 0.0753
C 2.151079 0.675243 4.750496 0.9 -3.7 0.2 0.6094
C 0.956452 1.379571 -6.242506 -0.9 1.0 -0.2 -0.2119
H -6.179506 -4.216675 1.204907 -0.3 0.3 -0.3 0.2905
H -6.071435 -2.042357 0.697975 0.1 0.1 -0.9 0.4286
C -4.583524 -2.129483 2.129479 -1.1 0.8 0.0 -1.0777
C 0.067299 0.344307 1.912018 1.0 -1.1 -0.1 0.1224
H -4.638353 -4.347197 1.471513 0.4 -0.2 -0.2 0.3017
H -2.066693 -0.456706 -1.123102 0.2 -0.4 -0.4 0.0849
O 4.404538 1.710418 -4.379164 -1.0 -1.1 -0.2 -0.2337
C 1.327053 2.654402 5.452342 2.0 0.4 0.4 0.2763
O 2.288502 -0.543964 4.552618 -1.0 4.0 0.4 -0.5642
O -0.402801 1.251580 -0.108498 -1.3 1.6 -2.3 -0.1467
C 0.144915 -3.607921 -1.173148 2.0 0.8 -0.6 0.4497
H -0.442840 -0.412039 2.508502 0.5 -0.2 -0.1 0.2617
H 3.031156 3.653544 4.574372 0.3 -0.2 0.0 0.3069
C 4.453993 1.729167 -2.937067 1.5 -1.1 -2.2 1.3089
H -0.484672 3.063511 -2.023949 -1.2 0.4 0.1 0.0997
O 1.480731 -6.284038 1.959145 0.2 4.0 1.9 -0.6410
O -4.474094 1.250531 3.280626 0.2 1.9 -1.0 -0.1886
O 0.783813 -4.160548 2.192905 -1.1 1.8 -0.4 -0.2205
H 0.750284 0.968028 2.488744 -0.5 0.1 0.3 -0.4126
C 3.398836 -2.403160 0.173836 1.4 -0.1 0.5 -0.6028
H -3.428333 -0.279453 -2.257275 -0.3 -0.2 0.1 0.5468
H 0.182354 -2.556945 3.162132 0.2 0.1 0.9 0.0183
C 5.806235 0.971406 -2.753988 -0.2 0.8 1.0 -0.4771
O 0.466875 6.004244 -4.582567 0.1 -2.9 3.4 -0.5705
C -4.076287 -2.062022 -0.283334 -0.5 0.5 -0.9 -0.2612
H 1.020226 3.183377 6.354643 -0.2 -0.6 0.1 0.3625
C -3.879890 3.615962 3.198179 3.1 -2.0 -0.3 -0.0074
H -3.557070 -2.391376 2.386150 0.1 -0.1 -0.3 0.1908
C -1.298671 1.279797 -6.273129 -6.1 5.5 -2.7 0.6278
O -3.322958 0.711575 5.114269 -0.4 2.9 -2.6 -0.6020
H 1.771233 2.979036 -1.711237 -0.1 -0.2 -0.9 -0.1254
F -4.182472 2.249834 1.322838 0.2 0.0 -0.9 -0.2063
C 1.475316 -5.166900 2.525560 1.3 -6.6 -0.8 0.5771
C -0.900605 1.158770 1.156437 -1.2 1.1 0.6 0.7445
H -3.032547 3.755394 2.526871 0.3 0.4 0.0 0.0205
O 1.197566 1.243895 5.553325 -0.4 0.2 -0.9 -0.2489
F -0.823047 2.410980 1.648615 -0.7 1.4 0.8 -0.5034
O -0.446871 5.030086 -2.747099 -3.2 0.6 1.2 -0.3271
H 0.668740 -0.781675 -5.728191 0.0 0.0 0.2 0.2858
H -2.954534 1.003245 -1.112741 -0.6 0.0 0.2 0.1835
H 3.411215 2.822645 6.105129 0.4 -0.9 -0.2 0.3241
H -1.944585 0.852843 1.088447 0.0 -0.1 0.3 0.1357
C 1.134035 -3.079935 3.067915 -1.6 2.0 -2.7 0.2511
F 0.834172 -3.921513 5.166269 -0.7 -0.5 1.3 -0.3439
H 3.668480 -1.724097 -0.635035 -0.7 0.1 -0.3 0.1621
H 1.808625 4.613056 -1.207415 0.6 0.7 -0.4 0.2492
H 1.420644 2.064699 -5.533118 0.0 0.4 -0.2 0.0768
F 0.927156 0.335776 -4.108353 -0.5 0.2 0.4 -0.1494
O -0.259418 1.941706 -6.807950 0.5 -1.0 1.1 -0.3315
C 1.760604 -3.690415 4.228109 0.3 -0.1 -0.2 0.5341
O 2.183808 -4.914528 3.680177 0.7 -0.2 0.3 -0.3722
H 1.803869 -2.413537 2.524463 0.2 -0.1 0.0 -0.3541
H 0.276802 -4.641429 -0.852850 -0.6 -0.3 -0.4 0.5591
C 0.480826 5.225143 -3.621166 2.4 1.8 -3.8 0.5131
H 1.643616 -2.071233 -1.655987 -0.4 0.7 0.8 0.0043
H -0.434680 -1.925247 -0.271347 -0.1 0.3 -0.4 -0.2632
H 1.549818 1.324278 -7.155168 0.6 -1.2 0.6 0.2754
F 4.507553 3.035539 -2.696103 0.5 1.5 1.3 -0.2935
H -5.656762 2.750662 2.614764 -0.4 -0.6 -0.8 0.2416
H 2.018768 -3.626775 -2.031401 0.7 -0.6 0.0 0.4866
O 1.523331 4.358534 -3.290613 1.0 1.1 -2.0 -0.2898
O 2.297359 -3.256733 -0.000465 -0.5 0.7 -0.5 -0.2492
O 6.527906 1.196529 -3.974370 -0.6 -0.4 0.8 -0.3400
C -3.655141 1.555130 4.262437 1.3 -3.0 4.7 0.6136
C 2.863023 2.753366 5.165566 -2.3 1.2 -1.0 -0.5015
C -0.570203 -3.364646 -2.445725 -1.0 -0.4 -1.0 -1.4891
C 0.453617 0.218835 -5.352952 -0.5 -0.6 -2.2 0.3568
C 0.684701 0.581747 -0.266024 2.0 -2.6 0.6 0.1321
H 3.581844 1.361901 -2.396167 -0.1 -0.6 -0.6 -0.5267
H 0.228355 -3.132927 0.503506 -0.7 0.6 1.8 0.0988
H 2.520525 -3.033005 4.650521 0.4 -0.7 0.0 0.4080
F -0.491315 4.486295 -0.540015 0.1 -0.3 -1.2 -0.2977
H -5.268035 -2.669497 2.783642 0.2 0.2 0.5 0.4835
C 5.607019 1.388514 -4.940671 0.7 0.7 -1.7 0.5288
C -0.120511 4.067419 -1.805643 1.4 -1.0 1.0 0.7219
F 0.625440 3.200818 4.417011 -0.1 -0.7 -0.1 -0.2288
O -3.345807 2.862997 4.309866 0.6 0.7 1.3 -0.3538
O 5.860484 1.373445 -6.125163 -0.9 -0.1 2.2 -0.5498
C 1.565358 -3.064893 -1.214819 1.1 -0.9 -1.9 -0.5359
```
Positions in Å, forces in eV/Å.

Output
* DFT total energy: -3669.8152 hartree
* SMILES: O=C1OC[C@@H](F)O1.O=C1OC[C@@H](F)O1.O=C1OC[C@@H](F)O1.O=C1OC[C@@H](F)O1.O=C1OC[C@@H](F)O1.O=C1OC[C@@H](F)O1.O=C1OC[C@@H](F)O1.COC[C@H](C)N.COC[C@H](C)N
* orbital gap: 8.830 eV
* HOMO energy: -9.10 eV